# 1
The following is a quantum chemistry calculation of a structure of composition C8H32HgO8, from the OMol25 dataset.

Geometry as XYZ:
```
49
Properties=species:S:1:pos:R:3:forces:R:3
Hg -0.057 0.010 -0.020 -0.2 0.0 0.0
O -0.103 1.685 -1.901 0.2 0.3 -0.3
O 1.428 -0.778 -1.783 0.4 -0.2 -0.4
O 2.027 -0.064 1.306 0.9 0.1 -0.4
O 0.174 2.224 1.076 -0.1 -0.1 -0.1
O -0.803 -0.483 2.276 -0.4 0.4 0.5
O -2.308 0.887 0.061 0.0 0.2 0.0
O -1.484 -1.238 -1.685 -0.4 -0.3 -0.6
O 0.042 -2.384 0.376 0.2 -1.3 0.5
C -2.829 -1.260 -2.230 -0.2 0.9 0.4
C 1.051 2.357 -2.448 0.4 0.6 0.4
C -2.986 2.112 -0.327 -0.4 -0.7 0.4
C -0.445 -1.326 3.390 0.2 0.0 0.0
C 3.166 0.586 0.695 0.6 0.1 0.1
C 2.610 -1.597 -1.772 0.5 -0.6 0.5
C 0.838 2.572 2.283 0.9 0.6 1.0
C -1.007 -3.376 0.564 -0.7 0.5 -0.6
H 0.895 1.740 2.981 -0.4 -0.2 -0.3
H -1.932 -2.925 0.207 0.1 0.0 0.1
H -3.550 -1.453 -1.435 0.1 -0.4 0.0
H 0.981 3.440 -2.302 -0.3 -0.1 -0.3
H 0.415 -1.920 3.088 -0.2 -0.1 -0.1
H 2.817 -1.914 -0.750 -0.2 0.2 0.0
H -0.145 -0.740 4.260 -0.1 0.1 -0.1
H -1.136 -3.656 1.608 0.2 0.0 0.0
H -1.338 0.236 2.642 0.1 0.0 -0.2
H 2.870 1.158 -0.179 -0.3 0.0 0.1
H 3.643 1.240 1.426 -0.1 0.1 -0.1
H 1.182 -0.716 -2.715 -0.3 0.4 0.2
H 0.363 3.403 2.808 -0.3 -0.1 -0.2
H 2.393 -0.416 2.127 -0.6 -0.2 0.0
H -3.730 1.870 -1.086 0.1 0.2 -0.2
H -0.811 1.871 -2.531 -0.2 -0.3 0.3
H 1.944 2.092 -1.884 -0.2 -0.5 -0.1
H 3.925 -0.127 0.362 -0.2 -0.1 0.1
H 1.179 2.114 -3.500 0.1 0.0 0.0
H 1.876 2.885 2.121 -0.1 -0.1 -0.3
H 3.496 -1.073 -2.132 -0.2 0.2 -0.1
H -2.949 0.293 0.467 0.0 0.0 0.0
H 0.828 -2.868 0.673 0.1 0.6 -0.2
H -3.082 -0.268 -2.612 0.2 -0.1 -0.2
H -2.915 -1.989 -3.029 0.0 -0.1 0.1
H -0.150 3.035 0.670 0.0 -0.1 -0.1
H -3.511 2.508 0.542 0.1 0.2 -0.1
H 2.472 -2.510 -2.354 -0.1 0.1 -0.1
H -0.989 -1.853 -2.236 0.3 0.0 0.3
H -0.822 -4.240 -0.075 0.2 -0.1 0.2
H -1.284 -1.959 3.674 0.1 -0.1 -0.1
H -2.249 2.814 -0.697 0.1 0.0 0.0
```
Positions in Å, forces in eV/Å.

Summary:
Relative energy (zero: lowest compared OMol25 entry of this formula, charge and spin) = 32.5 kJ/mol
Charge = +2

# 2
The following is a quantum chemistry calculation of a cluster of 8 separate species, C8H32O8 in total, from the OMol25 dataset.

Geometry as XYZ:
```
48
Properties=species:S:1:pos:R:3:forces:R:3
O -4.407 -0.679 -2.813 0.1 -0.1 0.0
O -2.963 4.316 0.374 0.1 -0.1 0.0
O -0.970 -4.465 1.426 0.0 -0.1 -0.2
O 3.129 -0.830 -2.480 0.0 0.1 0.0
O -0.154 0.763 1.137 -0.4 -0.2 -0.3
O 1.430 2.893 0.382 0.1 0.0 -0.1
O 0.843 0.074 3.610 0.0 -0.1 0.2
O 0.441 -1.716 -2.528 -0.3 0.0 -0.4
C -0.262 -0.218 0.104 -0.1 0.2 0.3
C -1.138 -3.376 2.321 -0.4 -0.1 0.0
C -2.053 3.240 0.572 0.1 0.1 0.0
C 0.238 -1.762 -3.947 -0.1 -0.3 -0.1
C 2.661 2.869 1.111 -0.3 0.3 0.2
C 1.963 -0.713 3.276 0.3 0.2 0.1
C -3.443 -0.210 -1.878 -0.3 -0.1 -0.2
C 3.366 0.123 -1.463 0.0 -0.1 0.1
H 0.748 -0.912 -4.387 0.0 0.1 0.0
H 2.788 1.852 1.466 0.1 -0.1 -0.1
H -0.202 -3.117 2.816 0.0 0.0 0.1
H -1.286 3.479 1.316 -0.1 0.0 0.0
H -1.923 -3.586 3.052 0.2 0.0 0.1
H 2.661 0.960 -1.514 0.1 0.0 0.0
H -1.053 -0.910 0.389 0.0 -0.1 0.0
H -1.195 -5.284 1.873 0.1 0.0 0.0
H -5.086 -1.168 -2.341 0.0 0.0 0.0
H 2.615 3.526 1.987 -0.1 -0.1 -0.1
H 0.192 1.588 0.764 0.3 0.0 0.1
H 2.764 -0.122 2.806 -0.1 -0.1 -0.1
H 0.648 -2.678 -4.384 0.1 0.1 0.1
H 1.700 -1.544 2.615 0.1 -0.1 0.0
H -0.826 -1.731 -4.198 0.0 0.2 0.1
H -1.544 3.070 -0.377 -0.1 0.0 0.0
H 2.390 -1.103 4.202 -0.1 -0.1 0.0
H -2.897 -1.033 -1.408 0.0 0.0 0.0
H -0.167 -2.355 -2.145 0.2 0.0 0.2
H -1.490 -2.522 1.745 0.1 0.1 0.0
H -3.512 4.398 1.159 0.0 0.0 0.0
H 0.676 -0.765 0.001 0.0 0.0 -0.2
H 3.299 -0.324 -0.461 0.0 0.0 -0.1
H -3.916 0.409 -1.110 0.1 0.0 0.1
H 4.378 0.495 -1.600 0.0 0.1 0.0
H 2.227 -1.156 -2.366 0.0 -0.1 0.0
H -0.552 0.221 -0.851 0.2 0.1 0.0
H -2.742 0.398 -2.444 0.1 0.0 0.1
H 0.404 0.318 2.781 0.0 0.1 -0.1
H 1.272 3.778 0.044 0.0 0.0 0.0
H 3.499 3.193 0.494 0.0 -0.2 -0.1
H -2.549 2.316 0.871 0.0 0.0 0.0
```
Positions in Å, forces in eV/Å.

Summary:
SMILES = CO.CO.CO.CO.CO.CO.CO.CO
Relative energy (zero: lowest compared OMol25 entry of this formula, charge and spin) = 309.1 kJ/mol

# 3
The following is a quantum chemistry calculation of a cluster of 10 separate species, C8H32O9 in total, from the OMol25 dataset.

Geometry as XYZ:
```
49
Properties=species:S:1:pos:R:3:forces:R:3
O -2.835 -2.998 0.359 1.6 0.5 -0.3
O 1.000 3.033 -0.600 0.3 0.2 2.4
O 0.925 2.286 2.206 1.3 2.6 2.5
O 3.548 -2.617 -1.492 1.8 0.0 1.0
O -1.989 -0.965 3.367 -2.0 -1.6 -0.2
O 3.332 2.453 1.108 1.9 -1.0 -0.2
O 3.311 0.228 -3.078 -1.3 2.0 0.1
O -1.393 1.630 3.337 0.5 2.6 1.1
O 0.086 1.718 -3.115 -1.8 1.6 -0.4
C -1.607 0.463 0.472 -1.4 0.0 0.1
C -0.867 -0.054 -0.723 1.1 -0.8 -1.1
C -2.584 1.521 -0.035 0.4 3.4 1.8
C -0.355 -1.477 -0.486 1.7 -1.0 -1.9
C -0.025 -1.974 0.871 0.8 -0.2 1.2
C 0.000 -2.321 -1.514 -0.2 1.7 0.5
C 0.854 -1.483 1.749 2.5 2.9 -0.1
C -0.121 -1.951 -2.971 -2.0 1.3 -1.3
H 0.069 2.394 -2.397 0.6 -0.7 -0.1
H 2.568 2.374 1.667 -0.8 -0.2 0.3
H -0.820 0.860 1.101 -0.3 0.2 0.3
H 4.072 -1.928 -1.912 0.0 0.1 0.0
H 0.965 2.907 3.032 0.0 -1.5 -2.4
H 0.001 -0.805 -3.206 -0.3 -2.2 0.6
H 1.970 2.857 -0.624 -0.9 0.1 0.2
H -3.735 -3.120 0.542 -2.1 -0.3 0.3
H -0.732 1.831 4.035 -0.9 -0.6 -0.4
H -0.047 0.702 -1.005 -0.8 -1.4 0.7
H -3.609 1.230 -0.191 -0.1 -0.6 -0.7
H 0.820 3.114 0.423 0.5 -0.4 -2.8
H -2.271 -1.654 2.722 1.2 0.6 -0.1
H -0.456 -2.925 1.134 -0.2 -0.3 0.0
H -2.752 2.445 0.663 0.5 -1.7 -0.5
H -2.861 -0.962 3.816 0.7 0.8 0.4
H 3.680 0.884 -2.458 0.4 -0.7 -0.1
H -0.746 2.006 -3.593 1.5 -0.8 0.4
H 0.543 -3.263 -1.375 -0.6 0.2 0.6
H 0.574 -2.488 -3.606 0.4 -0.1 0.1
H -1.456 -0.044 -1.658 -0.1 -0.2 0.6
H 0.061 1.907 2.307 -1.3 -0.4 0.0
H 1.349 -1.733 2.723 -1.6 -1.1 -0.8
H 3.879 1.669 1.366 -0.6 1.1 -0.5
H -1.297 0.733 3.086 -0.1 -2.0 0.0
H 1.476 -0.527 1.520 -1.5 -1.2 -0.4
H -2.117 2.071 -0.865 -0.5 -0.5 -0.3
H -2.168 -0.322 1.054 0.7 0.7 -0.8
H 2.780 -2.637 -2.010 -1.8 0.0 -1.0
H -1.158 -2.306 -3.414 1.7 0.9 0.9
H 2.513 0.786 -3.327 0.9 -1.4 0.0
H -2.376 -3.546 0.995 0.2 -0.3 0.1
```
Positions in Å, forces in eV/Å.

Summary:
SMILES = C=C/C(=C/C)CCC.O.O.O.O.O.O.O.O.O
Relative energy (zero: lowest compared OMol25 entry of this formula, charge and spin) = 210.1 kJ/mol

# 4
The following is a quantum chemistry calculation of a cluster of 8 separate species, C8H33NO8 in total, from the OMol25 dataset.

Geometry as XYZ:
```
50
Properties=species:S:1:pos:R:3:forces:R:3
O -9.729 21.844 7.257 -0.3 0.4 -0.2
O -14.743 15.108 6.693 -0.2 0.1 0.2
O -12.815 18.789 13.721 -0.1 0.2 0.0
O -18.531 19.259 6.749 0.0 0.1 0.2
O -17.303 18.756 15.552 -0.2 -0.1 0.1
O -15.714 15.185 11.744 0.1 0.1 0.2
O -14.311 10.193 19.541 2.0 0.5 -0.1
O -18.634 11.556 10.447 -0.5 -0.4 0.1
N -17.020 11.642 17.477 0.7 0.2 0.5
C -10.785 22.478 7.960 -1.2 -0.9 1.3
C -15.695 11.513 18.143 0.2 -0.8 -0.6
C -14.070 9.039 20.306 -1.1 -0.1 -0.5
C -15.539 12.649 19.137 -0.3 -0.1 0.3
C -15.447 10.136 18.753 -0.9 -0.4 0.8
C -12.099 21.682 7.761 0.8 0.3 -0.1
C -19.863 11.641 9.685 0.7 1.5 0.2
C -20.352 13.098 9.774 -0.2 -0.4 -0.6
H -14.091 15.591 6.185 0.2 0.2 -0.1
H -16.229 9.801 19.435 -0.9 0.3 0.0
H -15.586 15.432 10.828 0.0 0.1 -0.3
H -16.094 14.307 11.705 -0.2 -0.2 0.0
H -15.368 9.308 18.047 0.1 0.1 -0.7
H -12.937 22.088 8.328 0.0 0.6 -0.3
H -19.726 13.762 9.178 0.1 0.0 0.1
H -14.089 8.119 19.722 0.5 -0.1 -0.6
H -14.605 14.192 6.451 0.0 -0.2 0.0
H -16.915 12.612 17.214 -0.9 0.5 -0.3
H -8.974 22.431 7.333 0.2 -0.1 -0.1
H -15.689 13.613 18.650 0.3 0.1 -0.2
H -19.578 11.362 8.671 -0.6 0.0 -0.2
H -10.571 22.471 9.029 0.2 0.0 0.3
H -14.981 8.904 20.889 0.3 0.0 1.1
H -16.664 19.365 15.921 0.2 0.2 0.1
H -12.058 20.662 8.142 0.5 -0.1 -0.3
H -16.965 11.182 16.579 -0.1 -0.4 -0.1
H -19.016 19.356 5.930 -0.1 0.1 -0.2
H -13.137 17.910 13.522 -0.1 -0.2 -0.1
H -17.959 18.506 6.602 0.2 -0.2 0.0
H -14.595 12.639 19.681 0.0 0.0 -0.3
H -17.938 11.291 9.841 0.0 -0.1 0.1
H -20.680 11.016 10.047 0.5 -0.5 0.3
H -12.263 21.683 6.684 -0.5 -0.2 0.1
H -10.955 23.529 7.725 0.2 0.0 -0.6
H -13.118 9.134 20.828 -0.4 0.1 0.2
H -20.410 13.469 10.797 0.3 -0.2 0.1
H -21.364 13.165 9.376 -0.1 0.0 -0.1
H -11.979 18.644 14.165 0.2 0.0 0.1
H -16.345 12.592 19.869 -0.1 -0.2 0.2
H -16.875 18.403 14.772 0.1 -0.1 -0.2
H -14.965 11.586 17.337 0.6 0.3 0.2
```
Positions in Å, forces in eV/Å.

Summary:
SMILES = COC[C@H](C)N.CCO.CCO.O.O.O.O.O
Relative energy (zero: lowest compared OMol25 entry of this formula, charge and spin) = 173.2 kJ/mol

The records above yield gap between HOMO and LUMO values of 10.5, 10.2, 8.1, 9.8 eV, respectively.
The records above yield E_LUMO values of -6.54, 0.44, 0.00, 0.23 eV, respectively.
The records above yield E_HOMO values of -17.02, -9.75, -8.08, -9.52 eV, respectively.